Formula: C62H54Br2N10O20
Source: OMol25
Level of theory: ωB97M-V with the def2-TZVPD basis set

The geometry in XYZ format:
```
148
Properties=species:S:1:pos:R:3:forces:R:3:lowdin_charge:R:1
Br 8.605 14.684 0.149 -0.3 0.1 0.4 0.628
C 7.255 14.827 -1.267 1.2 -0.9 -0.9 -0.672
C 6.459 13.538 -1.440 0.0 0.3 0.3 -0.640
Br 7.693 12.118 -1.923 0.1 -0.3 -0.1 0.652
H 7.921 14.824 -2.127 -0.2 0.5 -0.2 -0.011
H 6.787 15.801 -1.198 -0.5 -0.3 0.2 0.060
H 5.783 13.585 -2.289 -0.1 0.3 0.1 0.031
H 5.946 13.171 -0.556 -0.1 0.2 0.0 0.055
C 12.881 8.525 0.137 -1.5 1.8 -0.2 -0.045
C 11.875 8.718 -0.839 0.7 -1.9 -0.2 -0.061
C 11.789 9.858 -1.585 0.7 2.0 0.8 0.011
C 12.662 10.914 -1.234 -1.6 -1.1 -0.6 -0.131
C 13.584 10.809 -0.224 0.6 0.8 -0.6 -0.011
C 13.625 9.644 0.503 0.6 -2.0 0.3 -0.074
N 12.430 12.173 -1.949 1.4 1.1 0.4 -0.335
O 13.287 13.043 -1.837 0.2 -0.3 0.1 0.060
O 11.421 12.352 -2.577 -0.9 -0.6 -0.3 0.066
H 12.951 7.618 0.717 0.0 -0.1 -0.1 0.106
H 11.260 7.868 -1.116 -0.1 0.1 0.1 0.106
H 11.065 10.108 -2.345 -0.1 -0.6 0.0 0.089
H 14.343 11.577 -0.142 -0.3 0.2 0.5 0.123
H 14.312 9.443 1.316 0.3 0.7 -0.1 0.109
C 14.627 14.370 -10.470 -1.2 -1.2 -0.6 -0.074
C 15.097 14.385 -11.777 1.0 -0.8 0.4 -0.071
C 16.292 13.702 -12.084 -0.6 1.3 -0.7 -0.002
C 17.032 13.103 -11.087 -0.7 1.1 0.5 -0.151
C 16.577 13.198 -9.782 0.0 -1.5 0.9 -0.008
C 15.337 13.721 -9.471 0.6 0.9 -0.4 -0.061
N 18.371 12.593 -11.363 -0.3 0.0 -0.9 -0.367
O 18.626 12.372 -12.529 0.1 -0.2 -0.3 0.079
O 19.149 12.467 -10.457 0.3 -0.1 0.9 0.099
H 13.556 14.501 -10.339 0.2 1.0 0.3 0.110
H 14.533 14.871 -12.558 0.0 -0.1 -0.1 0.105
H 16.614 13.776 -13.114 0.4 -0.4 0.1 0.120
H 17.070 12.631 -9.000 0.4 0.4 -0.1 0.124
H 15.002 13.747 -8.444 -0.2 -0.3 0.0 0.098
C 12.868 12.352 -13.236 0.0 0.5 -0.4 -0.087
C 13.172 11.337 -12.369 0.3 -0.1 0.7 -0.071
C 12.280 10.971 -11.383 -1.2 -1.8 0.6 0.001
C 11.011 11.514 -11.343 0.4 1.1 -1.8 -0.148
C 10.671 12.489 -12.294 0.2 1.2 1.7 -0.006
C 11.600 12.946 -13.220 0.3 -0.7 0.2 -0.054
N 10.040 11.116 -10.327 0.3 0.0 0.8 -0.334
O 9.122 11.873 -10.053 0.2 0.0 -0.4 0.071
O 10.259 10.072 -9.750 -0.2 -0.1 -0.2 0.079
H 13.720 12.690 -13.814 -0.5 0.2 -0.6 0.104
H 14.158 10.890 -12.403 0.0 0.0 0.1 0.116
H 12.395 10.133 -10.700 0.7 0.2 0.0 0.119
H 9.886 13.179 -11.994 -0.7 -0.6 -0.7 0.118
H 11.314 13.761 -13.867 0.2 0.1 0.0 0.107
C 2.550 13.424 -3.784 0.9 -0.1 -0.7 -0.060
C 2.606 12.278 -3.002 -0.5 0.7 -0.1 -0.062
C 3.416 11.212 -3.361 -0.4 0.0 0.9 -0.011
C 4.191 11.305 -4.489 -0.3 -0.1 0.9 -0.156
C 4.200 12.459 -5.254 0.3 -1.1 -0.8 -0.004
C 3.386 13.510 -4.911 -0.5 0.2 0.4 -0.073
N 5.000 10.140 -4.867 0.1 0.2 -1.3 -0.350
O 5.798 10.330 -5.765 0.4 0.1 0.0 0.066
O 4.791 9.052 -4.381 -0.2 0.1 0.7 0.082
H 1.933 14.281 -3.554 -0.1 -0.1 0.3 0.103
H 1.988 12.244 -2.114 0.1 -0.2 0.0 0.109
H 3.421 10.354 -2.703 0.2 -0.2 -0.3 0.122
H 4.779 12.356 -6.164 0.1 0.7 0.0 0.111
H 3.384 14.412 -5.507 0.0 0.0 0.0 0.092
C 5.828 19.934 -5.227 1.5 -1.3 -0.5 -0.061
C 6.449 18.677 -5.207 -0.4 -0.6 -0.7 -0.066
C 5.856 17.582 -4.619 -0.6 -0.3 1.0 0.001
C 4.621 17.764 -3.988 0.5 0.4 -0.3 -0.134
C 3.957 18.967 -4.088 -0.2 0.4 0.4 -0.004
C 4.572 20.058 -4.701 -0.6 0.3 0.2 -0.068
N 4.029 16.660 -3.206 0.1 0.6 -1.3 -0.336
O 2.956 16.848 -2.683 -0.3 0.0 0.5 0.086
O 4.632 15.613 -3.220 0.3 -0.5 0.5 0.059
H 6.464 20.669 -5.705 -0.7 0.6 0.0 0.111
H 7.316 18.453 -5.818 0.4 0.5 0.4 0.103
H 6.312 16.602 -4.544 0.2 0.1 -0.3 0.092
H 2.991 19.110 -3.624 0.0 -0.2 0.0 0.119
H 4.032 20.994 -4.750 0.1 0.0 0.0 0.111
C 5.134 15.015 -8.833 1.7 -0.7 0.4 -0.077
C 3.863 15.059 -8.340 -0.3 0.6 0.9 -0.076
C 3.175 16.264 -8.279 0.4 0.1 0.0 0.011
C 3.823 17.415 -8.738 0.7 -1.2 0.0 -0.148
C 5.112 17.346 -9.291 -0.6 0.0 -0.5 -0.002
C 5.800 16.145 -9.297 -1.0 0.1 -0.6 -0.055
N 3.145 18.689 -8.674 -1.3 -0.1 -0.6 -0.362
O 1.924 18.620 -8.596 0.3 0.3 0.3 0.067
O 3.773 19.719 -8.771 0.3 0.1 0.1 0.083
H 5.680 14.084 -8.715 0.0 0.0 -0.3 0.105
H 3.488 14.217 -7.771 -0.3 -0.2 -0.5 0.096
H 2.193 16.215 -7.834 -0.1 0.7 -0.1 0.120
H 5.474 18.145 -9.924 0.2 0.4 0.6 0.121
H 6.746 16.098 -9.817 0.1 -0.2 0.3 0.108
C 9.400 8.854 -4.026 0.1 0.5 0.8 -0.075
C 10.095 7.764 -4.528 -0.1 0.7 -0.6 -0.059
C 10.977 7.946 -5.603 -1.0 -1.0 0.1 0.004
C 11.103 9.201 -6.171 0.8 -0.9 0.5 -0.118
C 10.527 10.282 -5.550 -0.4 1.1 -1.6 -0.002
C 9.614 10.132 -4.542 0.3 -0.4 0.2 -0.079
N 11.969 9.358 -7.377 -0.6 0.4 1.6 -0.344
O 12.407 8.351 -7.863 0.3 -0.3 -0.7 0.097
O 12.201 10.496 -7.724 0.2 0.1 -0.4 0.051
H 8.787 8.735 -3.139 -0.4 -0.1 -0.3 0.111
H 9.830 6.778 -4.175 0.4 -0.1 0.1 0.108
H 11.400 7.036 -6.005 0.3 0.3 -0.3 0.118
H 10.610 11.267 -5.994 0.3 -0.1 0.0 0.094
H 9.131 11.053 -4.251 -0.3 -0.3 0.6 0.063
C 14.006 17.083 -6.157 1.2 0.4 -0.5 -0.054
C 15.011 17.858 -6.765 -1.1 0.1 0.3 -0.059
C 14.631 18.908 -7.580 0.2 0.4 -1.3 -0.013
C 13.297 19.118 -7.926 0.8 -1.3 0.8 -0.139
C 12.328 18.282 -7.374 -0.5 2.5 -0.2 -0.006
C 12.672 17.350 -6.439 0.2 -1.4 0.4 -0.080
N 12.916 20.163 -8.880 0.2 -0.1 0.5 -0.361
O 11.741 20.248 -9.160 -0.2 0.1 -0.2 0.080
O 13.798 20.879 -9.302 0.0 0.1 -0.2 0.085
H 14.347 16.288 -5.507 -0.4 -0.1 0.2 0.104
H 16.071 17.702 -6.627 0.0 -0.2 0.3 0.107
H 15.394 19.502 -8.068 -0.1 0.1 0.1 0.117
H 11.320 18.654 -7.518 -0.2 -0.8 -0.2 0.122
H 11.898 16.740 -5.991 0.0 0.1 0.1 0.086
C 12.192 13.554 -6.249 1.9 0.5 -0.1 -0.074
C 11.343 13.262 -7.296 -1.1 0.9 0.8 -0.082
C 9.984 13.489 -7.083 0.1 0.6 -1.3 -0.002
C 9.540 14.051 -5.895 0.6 -1.3 -0.7 -0.127
C 10.453 14.344 -4.899 -0.9 0.6 1.5 -0.028
C 11.813 14.132 -5.030 -1.0 -1.0 -1.3 -0.058
N 8.075 14.086 -5.714 0.0 1.4 1.2 -0.316
O 7.371 13.635 -6.577 -0.2 -0.4 -0.6 0.088
O 7.632 14.621 -4.701 0.6 -0.3 -0.2 0.045
H 13.244 13.427 -6.496 0.1 -0.2 0.5 0.103
H 11.727 12.965 -8.258 -0.1 -0.3 0.0 0.100
H 9.307 13.411 -7.926 -0.2 -0.5 0.2 0.109
H 10.063 14.742 -3.968 0.0 -0.1 0.0 0.110
H 12.464 14.287 -4.184 0.2 0.1 -0.2 0.101
C 13.096 18.490 -1.143 0.6 0.5 0.6 -0.071
C 12.878 19.138 -2.350 -0.4 -0.8 -0.2 -0.061
C 11.825 18.697 -3.122 -1.5 0.4 -1.6 -0.026
C 10.921 17.718 -2.727 1.8 -0.1 2.2 -0.135
C 11.175 17.111 -1.485 -0.8 -0.3 0.3 -0.001
C 12.241 17.500 -0.686 0.0 0.2 -1.0 -0.057
N 9.676 17.425 -3.415 -0.1 0.3 -0.2 -0.337
O 8.706 17.240 -2.714 -0.2 -0.3 0.2 0.087
O 9.651 17.426 -4.631 0.3 0.1 -0.2 0.071
H 13.913 18.773 -0.489 0.0 0.2 -0.2 0.108
H 13.445 19.949 -2.782 0.4 0.0 0.5 0.111
H 11.592 19.209 -4.051 0.2 0.0 0.0 0.119
H 10.515 16.368 -1.050 -0.2 0.0 -0.4 0.049
H 12.397 17.064 0.289 0.0 -0.2 0.0 0.112
```
Forces are in eV/Å.

Values from the calculation:
SMILES = O=[N+]([O-])c1ccccc1.O=[N+]([O-])c1ccccc1.O=[N+]([O-])c1ccccc1.O=[N+]([O-])c1ccccc1.O=[N+]([O-])c1ccccc1.O=[N+]([O-])c1ccccc1.O=[N+]([O-])c1ccccc1.O=[N+]([O-])c1ccccc1.O=[N+]([O-])c1ccccc1.O=[N+]([O-])c1ccccc1.BrCCBr
Energy above the lowest of the compared OMol25 structures with the same formula, charge and spin = 333.00 kJ/mol
Max |F| = 0.0544 Eh/bohr
HOMO level = -9.81 eV
Electronic energy = -9594.39781 hartree
Net charge = 0